A molecular structure, C39H117CsO20 in a non-equilibrium geometry, computed with the ωB97M-V functional and the def2-TZVPD basis.

Output
Energy above the lowest of the compared OMol25 structures with the same formula, charge and spin = 0.0 kcal per mole
Charge = 0
Frontier orbital gap = 8.4434 eV
Highest occupied orbital energy = -8.550 eV

Atoms and positions in Å:
Cs -17.6642 4.3008 14.1052
C -15.1040 2.7014 17.8768
O -16.0424 3.2014 16.9415
H -15.0991 1.6219 18.0277
H -14.0743 2.8663 17.5595
H -15.1949 3.1718 18.8558
C -9.8936 3.0439 22.0921
C -11.3322 3.5140 22.1164
O -11.4296 4.9308 22.3185
H -9.3392 3.3437 22.9814
H -9.3703 3.5826 21.3022
H -9.6991 1.9875 21.9067
H -11.8216 3.0078 22.9484
H -11.7709 3.2847 21.1452
H -11.2947 5.1297 23.2479
C -22.1748 -0.0357 18.7278
C -21.0424 0.2809 17.7581
O -20.9263 1.6468 17.4205
H -23.1418 -0.0055 18.2257
H -22.0800 0.6770 19.5470
H -22.1390 -1.0435 19.1414
H -21.2357 -0.2076 16.8031
H -20.0670 -0.1298 18.0187
H -20.0971 1.9906 17.7610
C -11.7415 5.3718 18.5625
C -13.0284 5.3875 19.3994
O -12.8285 6.3668 20.4633
H -11.5201 6.3477 18.1304
H -11.7971 4.6766 17.7248
H -10.8961 5.0480 19.1696
H -13.3180 4.4466 19.8672
H -13.7958 5.7672 18.7248
H -12.3912 5.8662 21.1560
C -13.1709 0.6351 21.4082
C -14.0392 0.6833 22.6446
O -15.3679 0.9482 22.3136
H -12.1382 0.7373 21.7417
H -13.3372 1.5824 20.8954
H -13.3844 -0.2648 20.8313
H -13.7840 1.4804 23.3429
H -13.9862 -0.2163 23.2579
H -15.6538 0.2786 21.6880
C -17.3372 7.9268 18.2469
C -16.5051 6.6321 18.1700
O -17.3307 5.6556 17.6270
H -18.1651 7.9282 18.9560
H -17.6991 8.2226 17.2622
H -16.6391 8.6696 18.6329
H -16.1932 6.2988 19.1599
H -15.6132 6.6708 17.5446
H -16.8557 4.8263 17.5370
C -20.9585 6.0073 18.2534
C -20.7428 5.5584 16.8166
O -19.7431 6.3292 16.2125
H -21.6963 5.4142 18.7938
H -21.3411 7.0279 18.2472
H -19.9999 5.9955 18.7722
H -21.6450 5.5647 16.2050
H -20.3219 4.5591 16.7051
H -18.9353 6.1792 16.7090
C -11.1552 1.3057 18.0041
C -10.8901 -0.1890 17.7674
O -9.5366 -0.5552 17.8597
H -10.7117 1.8761 17.1880
H -10.7580 1.6517 18.9584
H -12.2325 1.4567 17.9363
H -11.2999 -0.5252 16.8150
H -11.5314 -0.6634 18.5103
H -9.5412 -1.5146 17.8262
C -19.6092 3.0031 20.3902
C -18.2760 2.9388 19.6481
O -18.4320 2.3997 18.3276
H -20.2361 3.8306 20.0581
H -19.4166 3.1139 21.4574
H -20.1985 2.1080 20.1909
H -17.5772 2.3434 20.2357
H -17.8208 3.9251 19.5584
H -17.6318 2.5907 17.8329
C -18.2963 -0.8125 14.6632
C -17.9881 0.4217 15.4902
O -16.8563 1.1239 15.0308
H -19.1944 -1.3443 14.9774
H -17.3966 -1.4205 14.7580
H -18.5357 -0.4839 13.6519
H -17.7793 0.0880 16.5067
H -18.8583 1.0781 15.4954
H -16.6741 1.7727 15.7145
C -14.2864 -0.9919 15.7467
C -13.5013 -0.3314 14.6450
O -12.6419 -1.2676 14.1141
H -14.9771 -1.7686 15.4185
H -14.8412 -0.1774 16.2125
H -13.6493 -1.3514 16.5548
H -12.9583 0.4587 15.1636
H -14.0172 0.1959 13.8426
H -12.1027 -0.7948 13.4759
C -16.9282 -1.9999 18.5357
C -16.6388 -0.8388 19.4438
O -16.7090 -1.2580 20.7790
H -16.6323 -1.7286 17.5223
H -17.9861 -2.2433 18.6342
H -16.3383 -2.8847 18.7754
H -17.3752 -0.0459 19.3136
H -15.6531 -0.3968 19.2984
H -17.6269 -1.4621 20.9725
C -13.6786 -3.9531 20.3469
C -12.9576 -3.5339 19.0771
O -12.4019 -4.5799 18.2978
H -12.9885 -4.1737 21.1613
H -14.1877 -4.8834 20.0952
H -14.3375 -3.1588 20.6978
H -12.2201 -2.7691 19.3208
H -13.7127 -3.0485 18.4588
H -12.1932 -4.2611 17.4167
C -12.4847 4.7858 13.7785
C -13.1811 3.9812 14.8466
O -14.4920 4.5395 15.0403
H -11.6109 4.1956 13.5024
H -12.1241 5.7361 14.1723
H -13.1678 5.0219 12.9626
H -12.5813 4.1660 15.7377
H -13.2963 2.9191 14.6304
H -14.9282 4.0078 15.7102
C -15.0962 5.0003 22.6361
C -16.4549 4.3512 22.7704
O -16.4390 3.5477 23.8837
H -14.3947 4.1779 22.4960
H -14.7811 5.5433 23.5272
H -15.0039 5.5824 21.7192
H -16.6533 3.7435 21.8876
H -17.2479 5.0849 22.9149
H -15.9822 2.7395 23.6393
C -10.2975 1.8078 14.3676
C -10.2107 1.3259 12.8725
O -10.9019 0.1733 12.5733
H -11.3515 2.0450 14.5119
H -9.7327 2.7001 14.6376
H -10.0170 1.0362 15.0846
H -9.1918 1.2574 12.4913
H -10.6183 2.1340 12.2651
H -10.8779 0.1099 11.6157
C -15.2430 8.1719 15.0159
C -15.7844 9.3085 14.1628
O -17.1160 9.5692 14.6534
H -15.1227 8.5854 16.0172
H -14.2332 8.0353 14.6288
H -15.8946 7.2982 15.0239
H -15.7842 9.0943 13.0941
H -15.0670 10.1133 14.3232
H -17.3566 10.4979 14.6188
C -20.5661 1.6861 12.2221
C -21.2771 1.9283 13.5618
O -20.4586 2.6981 14.4249
H -21.0220 0.9060 11.6124
H -19.5393 1.3218 12.2543
H -20.5762 2.6321 11.6807
H -21.4490 0.9538 14.0190
H -22.2483 2.3487 13.3007
H -20.6927 2.4295 15.3164
C -14.8722 6.0702 10.2878
C -15.0688 6.8688 11.5754
O -15.5917 5.9688 12.5290
H -15.7646 5.5363 9.9610
H -14.0950 5.3134 10.3942
H -14.7098 6.7131 9.4226
H -15.7352 7.7249 11.4694
H -14.1433 7.3611 11.8740
H -14.9669 5.9686 13.2579
C -15.0778 2.4475 11.5040
C -16.2723 2.3227 10.5841
O -17.4458 2.4713 11.3153
H -15.0956 1.5835 12.1683
H -15.0019 3.3844 12.0558
H -14.1478 2.3571 10.9428
H -16.3301 1.3210 10.1583
H -16.2579 3.0241 9.7499
H -18.1102 2.6999 10.6612